Record 1
{
  "formula": "C6H10O4",
  "method": "wB97M-V/def2-TZVPD",
  "species": ["O", "C", "C", "O", "C", "C", "O", "C", "C", "O", "H", "H", "H", "H", "H", "H", "H", "H", "H", "H"],
  "positions_angstrom": [[-2.6867, 0.8775, -0.3212], [-1.2822, 0.7140, -0.5812], [-0.3056, 1.3288, 0.5254], [0.6800, 2.3725, 0.4639], [1.0563, 1.1159, -0.1016], [1.5746, -0.1712, 0.3697], [2.9436, -0.3490, -0.0831], [0.4912, -1.1147, -0.4016], [-1.0168, -0.7735, -0.2214], [-1.4571, -0.9456, 1.1436], [-2.8202, 0.1243, 0.3187], [-1.1395, 0.9270, -1.6276], [-0.4932, 0.9311, 1.5576], [1.2346, 1.2256, -1.2058], [1.4422, -0.1942, 1.4459], [3.5215, 0.4860, 0.0301], [0.5892, -2.2150, -0.1207], [0.8627, -1.1048, -1.5041], [-1.7014, -1.3556, -0.9440], [-1.4933, -1.8790, 1.2574]],
  "mulliken_charge": [-0.614, -0.130, -0.300, -0.471, -0.195, 0.254, -0.593, -0.795, -0.176, -0.555, 0.383, 0.484, 0.338, 0.344, 0.281, 0.352, 0.342, 0.333, 0.368, 0.349],
  "relative_energy_ev": 4.357,
  "e_homo_ev": -9.45,
  "gap_ev": 9.92,
  "multiplicity": 1,
  "smiles": "O[C@H]1[C@@H]2O[C@H]2[C@H](O)C[C@H]1O"
}

Record 2
{
  "formula": "C28H31IIrN6O8S3",
  "method": "wB97M-V/def2-TZVPD",
  "species": ["Ir", "N", "C", "C", "O", "N", "C", "C", "O", "O", "H", "H", "H", "H", "H", "H", "C", "O", "C", "S", "S", "H", "H", "H", "I", "C", "C", "C", "C", "N", "C", "H", "H", "H", "H", "C", "N", "N", "C", "O", "C", "C", "C", "C", "C", "C", "C", "C", "C", "H", "H", "H", "H", "H", "H", "H", "H", "H", "H", "H", "H", "N", "C", "C", "C", "C", "C", "C", "S", "O", "O", "O", "H", "H", "H", "H", "H", "H"],
  "positions_angstrom": [[1.7570, -0.1480, 0.7744], [2.7896, -2.1540, -0.0130], [4.1690, -2.3102, 0.4494], [4.3125, -1.8242, 1.8846], [5.1102, -2.3371, 2.6426], [3.4800, -0.7693, 2.1987], [3.3011, -0.4931, 3.5278], [1.6868, -1.1348, 3.8749], [1.7021, -1.7936, 4.8743], [0.8868, -0.7579, 3.0152], [2.1680, -2.8145, 0.4436], [2.7065, -2.3202, -1.0089], [4.8267, -1.7044, -0.1779], [4.5224, -3.3411, 0.4133], [3.1256, 0.5592, 3.7566], [3.9848, -0.9794, 4.2181], [-1.8487, 2.7127, -2.3904], [-0.6195, 3.3446, -1.9728], [0.3213, 2.6445, -1.4072], [1.7528, 3.4422, -1.0503], [0.2284, 0.9886, -1.1379], [-2.4700, 3.5150, -2.7690], [-2.3371, 2.2458, -1.5394], [-1.6388, 1.9734, -3.1628], [4.1454, 0.5208, -4.8632], [4.3594, 0.9526, -2.8329], [5.3774, 1.7717, -2.3716], [5.4496, 2.0220, -1.0101], [4.5047, 1.4545, -0.1728], [3.5215, 0.6793, -0.6245], [3.4515, 0.4251, -1.9307], [6.0950, 2.2051, -3.0545], [6.2274, 2.6563, -0.6086], [4.5319, 1.6189, 0.8980], [2.6311, -0.1970, -2.2641], [-4.4787, -1.7087, -0.9362], [-3.3005, -1.7994, -0.0949], [-2.0335, -1.9618, -0.6179], [-1.1041, -1.6877, 0.3704], [0.1382, -1.7561, 0.1625], [-1.8532, -1.3755, 1.5294], [-3.1813, -1.4047, 1.1878], [-4.3744, -1.0190, 1.9878], [-1.8111, -2.7094, -1.8072], [-0.9670, -2.2108, -2.7887], [-0.7298, -2.9607, -3.9307], [-1.3425, -4.1946, -4.0969], [-2.1872, -4.6868, -3.1123], [-2.4168, -3.9504, -1.9608], [-4.1754, -1.7246, -1.9787], [-5.0024, -0.7734, -0.7407], [-5.1546, -2.5444, -0.7549], [-1.4338, -1.1466, 2.4931], [-4.0974, -0.9356, 3.0353], [-5.1769, -1.7501, 1.8890], [-4.7575, -0.0480, 1.6611], [-0.5105, -1.2435, -2.6491], [-0.0739, -2.5739, -4.6998], [-1.1657, -4.7725, -4.9943], [-2.6566, -5.6543, -3.2302], [-3.0567, -4.3383, -1.1780], [1.3048, 1.9526, 1.9446], [-0.0390, 2.4780, 1.8627], [-1.0628, 1.5565, 1.9830], [-2.3794, 1.9517, 1.8476], [-2.6701, 3.2758, 1.5711], [-1.6521, 4.2155, 1.4831], [-0.3254, 3.8172, 1.6394], [-4.3877, 3.7433, 1.2449], [-5.1261, 2.5079, 1.4706], [-4.6483, 4.8051, 2.1943], [-4.3494, 4.1620, -0.1499], [1.9997, 2.6629, 1.7435], [1.4521, 1.5831, 2.8778], [-0.8007, 0.5250, 2.1626], [-3.1978, 1.2491, 1.9236], [-1.9052, 5.2484, 1.2837], [0.4784, 4.5429, 1.5636]],
  "mulliken_spin": [2.246, 0.098, 0.000, -0.022, 0.131, 0.424, 0.186, 0.055, 0.230, 0.197, 0.003, -0.012, 0.003, 0.003, 0.022, 0.007, 0.012, 0.000, -0.079, 0.768, 0.379, 0.002, -0.003, -0.001, 0.003, -0.003, -0.009, 0.006, 0.000, 0.075, 0.015, 0.000, 0.001, 0.003, -0.013, 0.000, 0.006, 0.016, -0.013, 0.099, -0.008, -0.001, 0.000, -0.005, 0.004, 0.002, 0.000, 0.000, 0.001, 0.000, 0.000, 0.000, 0.004, 0.000, 0.000, 0.000, 0.006, 0.000, 0.000, 0.000, 0.000, 0.137, -0.016, 0.028, 0.000, 0.001, -0.010, 0.024, 0.000, 0.000, 0.000, 0.000, 0.001, 0.011, -0.025, 0.001, 0.000, 0.010],
  "relative_energy_ev": 0.876,
  "e_homo_ev": [-7.80, -7.80],
  "s_squared": 8.778,
  "gap_ev": [7.07, 4.17],
  "multiplicity": 6
}

Record 3
{
  "formula": "C27H31N3S2",
  "method": "wB97M-V/def2-TZVPD",
  "species": ["C", "N", "C", "C", "C", "S", "C", "S", "N", "C", "C", "C", "C", "C", "C", "C", "C", "C", "C", "C", "C", "C", "N", "C", "C", "C", "C", "C", "C", "C", "C", "C", "H", "H", "H", "H", "H", "H", "H", "H", "H", "H", "H", "H", "H", "H", "H", "H", "H", "H", "H", "H", "H", "H", "H", "H", "H", "H", "H", "H", "H", "H", "H"],
  "positions_angstrom": [[7.4979, -1.7375, 5.3278], [6.3350, -2.2937, 4.6756], [5.1679, -1.6336, 4.3517], [4.1766, -2.5640, 4.1210], [2.7751, -2.2210, 3.7545], [2.7676, -0.9476, 2.4664], [1.3548, 0.0935, 2.8020], [1.7780, 1.4301, 3.6845], [0.1363, 0.0401, 2.2233], [-0.4275, -1.1384, 1.5815], [-1.8721, -0.7440, 1.2599], [-2.0696, 0.7258, 1.6657], [-0.7190, 1.2199, 2.2030], [1.8466, -3.3307, 3.2783], [0.6919, -3.6082, 4.0048], [-0.1718, -4.6172, 3.6168], [0.1489, -5.3939, 2.4706], [1.3636, -5.1540, 1.7661], [2.1796, -4.0989, 2.1634], [1.7533, -6.0171, 0.6142], [0.8080, -7.2050, 0.3769], [-0.6306, -6.8076, 0.6414], [-0.7836, -6.2677, 1.9773], [-2.1551, -6.2219, 2.4523], [-2.2114, -6.0449, 3.9523], [-1.4421, -4.7967, 4.3682], [4.7796, -3.8868, 4.2052], [4.3176, -5.2014, 4.1334], [5.2249, -6.2563, 4.2785], [6.5617, -6.0065, 4.6203], [7.0207, -4.6941, 4.8355], [6.1406, -3.6675, 4.5427], [8.3135, -2.4682, 5.2723], [7.8198, -0.7957, 4.8634], [7.3142, -1.5409, 6.3980], [5.1090, -0.5467, 4.3820], [2.2325, -1.7662, 4.6101], [-0.3812, -1.9826, 2.2735], [0.1436, -1.4217, 0.6886], [-2.5654, -1.3806, 1.8165], [-2.0394, -0.8835, 0.1890], [-2.3761, 1.3311, 0.8103], [-2.8433, 0.8153, 2.4391], [-0.3296, 2.0214, 1.5550], [-0.8319, 1.6592, 3.1999], [0.4961, -3.0740, 4.9444], [3.1375, -3.9384, 1.6670], [1.7690, -5.3756, -0.2840], [2.7857, -6.3864, 0.7503], [1.0958, -8.0363, 1.0328], [0.9037, -7.5392, -0.6592], [-1.2883, -7.6776, 0.5698], [-0.9604, -6.0752, -0.1173], [-2.6935, -5.3999, 1.9484], [-2.6228, -7.1620, 2.1479], [-3.2519, -5.9540, 4.2591], [-1.7739, -6.9153, 4.4506], [-2.0659, -3.9001, 4.1957], [-1.2352, -4.8209, 5.4502], [3.2588, -5.3794, 4.0160], [4.8802, -7.2738, 4.1328], [7.2464, -6.8480, 4.7428], [8.0267, -4.4912, 5.2124]],
  "mulliken_charge": [-0.988, 0.189, -1.015, -0.519, 0.479, -0.112, 0.254, -0.358, 0.109, 0.485, -0.553, -0.558, -0.754, 1.014, -0.969, 0.107, 0.340, 0.434, -0.919, -0.662, -0.779, -0.707, -0.027, -0.638, -0.857, -0.620, 0.908, 0.035, -1.024, -0.679, -0.868, -0.242, 0.285, 0.342, 0.327, 0.522, 0.476, -0.547, 0.241, 0.235, 0.351, 0.244, 0.269, 0.312, 0.416, 0.259, 0.391, 0.290, 0.278, 0.308, 0.383, 0.421, 0.308, 0.276, 0.406, 0.385, 0.311, 0.232, 0.346, 0.461, 0.422, 0.359, 0.185],
  "e_homo_ev": -7.01,
  "gap_ev": 7.58,
  "multiplicity": 1,
  "smiles": "Cn1cc([C@@H](SC(=S)N2CCCC2)c2cc3c4c(c2)CCCN4CCC3)c2ccccc21"
}

Record 4
{
  "formula": "C18H27N6O2RuSe",
  "method": "wB97M-V/def2-TZVPD",
  "species": ["Ru", "C", "O", "C", "O", "N", "N", "H", "H", "H", "H", "H", "H", "N", "N", "H", "H", "H", "H", "C", "C", "C", "C", "C", "C", "Se", "C", "C", "C", "H", "H", "H", "H", "H", "H", "H", "H", "H", "H", "H", "N", "C", "N", "C", "C", "C", "C", "C", "C", "H", "H", "H", "H", "H", "H"],
  "positions_angstrom": [[-0.3440, 0.0239, 0.0189], [4.3639, -0.2350, 1.7391], [3.9974, -0.4913, 0.3563], [2.7507, -0.2933, 0.0237], [1.8604, 0.0889, 0.7839], [2.5404, -0.5550, -1.2887], [1.2535, -0.4021, -1.8046], [5.4335, -0.3975, 1.7802], [3.8439, -0.9303, 2.3918], [4.1220, 0.7900, 2.0046], [3.3092, -0.8274, -1.8821], [0.9647, -1.2552, -2.2727], [1.2299, 0.3534, -2.4839], [-0.5430, 1.6915, 1.7284], [-0.0826, 2.3582, 0.5322], [-1.2017, 2.2499, 2.2618], [0.2603, 1.4988, 2.3173], [0.7464, 2.9171, 0.7031], [-0.8159, 2.9568, 0.1731], [-7.6825, 0.3217, -4.3240], [-6.3737, 0.2757, -3.5939], [-5.2200, 0.8356, -4.1514], [-4.0064, 0.8103, -3.5000], [-2.7950, 1.4270, -4.1467], [-3.9659, 0.1883, -2.2262], [-2.3488, 0.1624, -1.3104], [-5.1079, -0.4012, -1.6301], [-5.1176, -1.0903, -0.2893], [-6.2896, -0.3325, -2.3428], [-7.5938, 0.8223, -5.2855], [-8.4322, 0.8463, -3.7284], [-8.0613, -0.6883, -4.4924], [-5.2806, 1.3053, -5.1264], [-3.0569, 1.8558, -5.1115], [-2.0146, 0.6812, -4.3105], [-2.3756, 2.2212, -3.5263], [-4.1404, -1.1254, 0.1840], [-5.4760, -2.1149, -0.4018], [-5.8054, -0.5811, 0.3881], [-7.1817, -0.7724, -1.9091], [-0.8547, -4.1933, 1.2942], [-0.4278, -3.2228, 0.4731], [-0.7006, -2.0220, 0.9326], [-1.3690, -2.2241, 2.1513], [-1.9150, -1.3155, 3.0573], [-2.5247, -1.8261, 4.1823], [-2.5991, -3.2114, 4.4126], [-2.0748, -4.1196, 3.5204], [-1.4644, -3.5926, 2.3868], [-0.7393, -5.1821, 1.1407], [0.0774, -3.4361, -0.4559], [-1.8720, -0.2508, 2.8723], [-2.9611, -1.1519, 4.9071], [-3.0846, -3.5717, 5.3096], [-2.1384, -5.1854, 3.6947]],
  "mulliken_spin": [3.453, 0.000, 0.005, -0.005, 0.043, -0.009, 0.078, 0.000, 0.000, 0.000, 0.001, -0.009, 0.000, 0.090, 0.082, 0.003, -0.011, 0.002, -0.007, -0.005, 0.101, 0.001, 0.090, 0.037, -0.022, 0.893, 0.073, 0.032, -0.015, -0.001, 0.010, 0.010, 0.002, 0.003, -0.001, -0.002, -0.002, 0.003, 0.003, 0.003, 0.006, 0.003, 0.090, 0.003, -0.006, -0.004, 0.001, -0.001, -0.018, 0.001, 0.001, -0.006, 0.000, 0.000, 0.000],
  "relative_energy_ev": 0.000,
  "e_homo_ev": [-13.48, -13.97],
  "s_squared": 8.780,
  "gap_ev": [8.52, 6.37],
  "multiplicity": 6,
  "total_charge": 2
}

| no. | maximum force (Eh/bohr) | calculated total energy (Ha) |
| --- | --- | --- |
| 1 | 0.065 | -535.43596 |
| 2 | 0.016 | -3612.46140 |
| 3 | 0.039 | -2008.09819 |
| 4 | 0.009 | -3676.85710 |